C4H6N2 as an isolated structure at a distorted geometry, computed with ωB97M-V/def2-TZVPD.

Results
Energy relative to the best compared isomer or geometry (same formula, charge and spin) (kJ/mol): 834.16

The geometry in ORCA input format:
```
! wB97M-V def2-TZVPD RIJCOSX def2/J DEFGRID3
* xyz 0 1
N -1.401 -0.799 -0.145
N 1.650 -1.061 -1.987
C 0.444 -0.370 1.343
C -0.426 1.022 0.093
C -0.007 -0.436 -0.038
C 0.889 -0.769 -1.156
H 0.581 1.880 -0.260
H 1.167 1.850 0.349
H -0.782 1.337 1.082
H -1.793 -0.862 -1.078
H -1.725 -1.456 0.557
H 1.525 -0.114 1.301
*
```

One molecule with the formula C6H10N2 at a distorted geometry, computed with ωB97M-V/def2-TZVPD.

Results
Energy relative to the best compared isomer or geometry (same formula, charge and spin) (kJ/mol): 440.92
SMILES: [H]/N=C/NC1CC=CC1

The geometry in ORCA input format:
```
! wB97M-V def2-TZVPD RIJCOSX def2/J DEFGRID3
* xyz 0 1
N 1.145 -1.148 0.307
N -0.245 -1.662 -1.392
C -0.984 0.095 0.794
C 0.840 -1.952 -0.764
C -0.455 2.100 -0.046
C -1.291 1.548 0.917
C 0.526 0.182 0.543
C 0.521 1.119 -0.553
H 1.603 -2.643 -0.837
H 1.663 1.493 -0.638
H -0.543 3.269 -0.133
H 1.146 0.578 1.430
H -0.073 0.692 -1.533
H -1.356 -0.840 1.664
H -2.374 1.733 1.386
H 1.603 -1.690 1.121
H -0.424 -2.474 -1.960
H -1.302 -0.399 -0.307
*
```

Calculated E_tot (eV), listed in the same order as above: -7216.945 -9359.867
Calculated gap between HOMO and LUMO (eV), listed in the same order as above: 8.97 9.14